C20H16N4O2PtS2Se3Te as an isolated structure in a non-equilibrium geometry. Source: OMol25; level of theory: wB97M-V/def2-TZVPD.

Cartesian coordinates (Å):
Pt: 0.619 2.391 -0.448
Se: 2.776 2.375 -1.909
Se: 4.056 4.130 -1.196
Te: 2.333 6.019 -1.424
Se: 0.190 4.693 -1.298
S: -1.631 2.068 -0.188
C: -1.703 0.435 -0.777
N: -2.787 -0.101 -1.315
N: -2.701 -1.412 -1.509
C: -3.074 -1.908 -2.750
C: -3.441 -1.072 -3.810
C: -3.523 -1.657 -5.065
C: -3.359 -3.044 -5.202
C: -3.233 -3.898 -4.103
C: -3.068 -3.287 -2.875
N: -0.575 -0.321 -0.655
N: 0.546 0.370 -0.497
C: 1.617 -0.453 -0.770
C: 2.874 -0.308 -0.167
C: 3.795 -1.387 -0.087
C: 3.471 -2.573 -0.749
C: 2.247 -2.733 -1.386
C: 1.360 -1.675 -1.482
H: -1.929 -1.927 -0.990
H: -3.458 0.012 -3.675
H: -3.692 -0.954 -5.894
H: -3.357 -3.451 -6.197
H: -3.356 -4.969 -4.281
H: -2.857 -3.894 -1.991
H: 3.173 0.668 0.273
H: 4.770 -1.209 0.354
H: 4.139 -3.412 -0.710
H: 1.998 -3.704 -1.764
H: 0.444 -1.864 -2.009
O: 0.091 0.242 6.930
C: -0.302 1.465 6.451
O: -0.964 2.143 7.223
C: 0.021 1.779 5.043
C: 0.017 3.140 4.644
C: 0.636 3.496 3.479
C: 1.205 2.504 2.647
S: 2.094 2.918 1.239
C: 1.175 1.157 3.018
C: 0.483 0.808 4.160
H: 0.829 -0.142 6.415
H: -0.493 3.803 5.315
H: 0.576 4.527 3.157
H: 1.734 0.434 2.427
H: 0.231 -0.223 4.399

Atoms 1-3, force components in eV/Å:
-0.386 0.226 -2.240
-0.320 0.011 -0.352
-0.077 0.213 0.004

⟨S²⟩	2.05
HOMO-LUMO gap (spin up / spin down)	5.04 / 5.50	eV
lowest unoccupied orbital energy (spin up / spin down)	4.049 / 3.970	eV
HOMO energy (spin up / spin down)	-0.9908 / -1.5337	eV
spin multiplicity	3
E_tot	-259305.9865	eV
net charge	-2

Results of the natural (NBO) charge analysis, in e, for atoms 1 through 2: Pt 0.647; Se -0.320